36
Properties=species:S:1:pos:R:3:forces:R:3 method="wB97M-V/def2-TZVPD" fmax_ha_per_bohr=0.181 spin_multiplicity=1 e_above_lowest_ev=11.684 charge=-1 e_homo_ev=-1.77 energy_ev=-24449.9283
O 5.1560 -1.7767 0.2442 -9.145 1.559 0.371
O -1.6505 -0.5611 2.6865 -2.045 1.857 -1.937
O 3.2335 -0.4372 1.0889 1.229 -2.414 -3.328
O 2.8521 -2.5191 -0.3475 2.596 1.946 3.586
O -0.7276 -2.1708 -2.4150 -0.767 0.037 0.008
N 0.2406 1.4374 0.9405 -0.457 0.473 -1.842
C -3.6641 -1.4890 1.2125 0.537 3.917 -2.832
C -4.4665 0.0562 -1.0696 2.276 -0.398 2.838
C 3.8128 -1.5819 0.3194 5.014 -1.490 0.191
C -2.2674 0.9580 0.4968 -3.066 -1.750 -1.621
C 0.5955 -2.2068 -2.4647 0.253 0.160 0.178
C -4.6462 -1.2668 -0.0869 3.102 2.504 1.180
C -2.5033 -0.3416 1.4718 -1.851 0.109 -1.891
C -1.0941 2.1053 0.6919 -1.510 -1.063 1.120
C 2.6638 2.0575 0.4950 -0.871 -0.999 0.106
C -3.2756 1.1623 -0.7974 -0.994 -3.927 2.835
C 3.7513 0.8088 0.5007 1.349 2.245 -0.346
C 1.2114 1.6166 -0.2065 1.644 -1.250 0.287
H -3.7462 -2.4027 1.9643 0.205 2.238 -1.903
H 2.4399 2.2844 1.6414 0.416 -0.163 -2.625
H 0.8627 2.3595 -1.0413 0.595 -1.302 1.809
H -1.4116 2.7278 1.6558 0.721 -1.159 -1.935
H 1.1445 -1.8577 -1.5736 -0.109 0.344 0.555
H 1.4028 0.5511 -0.7101 -0.539 2.352 0.760
H 4.1363 0.5933 -0.5835 -0.727 0.490 2.098
H 1.0880 -1.6132 -3.2535 0.171 0.579 -0.814
H -1.7516 0.2608 3.2521 0.188 -1.304 -1.128
H 3.0511 2.9952 -0.0932 -0.157 -1.898 1.365
H 0.1642 0.4058 1.0788 -0.479 1.300 -0.131
H -1.0903 2.8673 -0.2152 0.028 -1.883 1.789
H 4.6566 1.1822 1.1807 -1.757 -0.960 -1.593
H 2.6066 -3.2285 0.3302 0.425 1.401 -1.156
H -5.2134 0.2025 -1.9881 1.926 -0.427 2.286
H 1.0689 -3.1905 -2.6238 0.160 -0.931 -0.112
H -5.4661 -2.0852 -0.2817 1.808 1.954 0.267
H -3.1643 2.0967 -1.5001 -0.167 -2.146 1.567



32
Properties=species:S:1:pos:R:3:forces:R:3 method="wB97M-V/def2-TZVPD" fmax_ha_per_bohr=0.113 spin_multiplicity=1 e_above_lowest_ev=3.021 e_homo_ev="-8.20 / -6.85" energy_ev=-23509.1664
P 0.1937 -0.0115 1.6163 -0.025 -0.433 -1.174
N 1.4449 0.2359 0.4678 -1.400 0.046 1.367
C -3.7174 -0.0322 0.2728 -0.006 -3.111 1.691
C 1.2237 0.1400 -0.8986 -0.614 0.038 -3.377
C -2.4838 -0.3505 0.8489 0.584 1.447 0.034
C -0.1098 -2.9478 0.8370 -1.200 0.617 -0.630
C -1.6189 1.6636 -0.0622 -0.108 0.889 -0.876
C -3.8643 1.0748 -0.4924 -1.981 1.274 -2.558
C -2.8106 1.9748 -0.7297 -0.168 -3.009 2.553
C -1.3778 0.5143 0.7012 -0.313 -0.792 0.101
C 1.9138 -1.1072 -1.4835 0.876 1.369 -1.272
C -0.7105 -2.9940 -0.3481 0.146 0.350 2.002
C 2.7682 0.5308 0.9403 -2.927 3.285 3.786
C 3.1320 2.1083 0.9452 -1.968 -1.501 -0.464
H -0.9176 -2.0301 -0.7544 0.056 0.458 -1.086
H 2.3324 2.8543 1.3385 1.510 -1.648 -0.230
H -4.8357 1.2058 -1.0707 1.208 0.013 1.015
H -0.9009 2.4251 -0.2461 1.236 0.213 0.282
H -1.2571 -3.8415 -0.7362 0.150 -0.326 -0.146
H -2.9626 2.8588 -1.2630 0.030 1.138 -0.849
H 1.6314 1.1130 -1.3911 -0.854 -1.597 0.290
H 2.6007 0.2221 1.9912 1.213 0.142 -0.100
H 4.0967 2.0865 1.4135 0.426 0.875 0.384
H 3.5860 0.0556 0.5431 1.554 -1.564 -1.296
H 2.8983 -1.0533 -1.0223 0.642 -0.322 -1.062
H 1.8415 -1.1829 -2.6186 0.680 0.553 1.378
H -2.3734 -1.2089 1.4777 -0.039 -0.535 0.058
H 0.1452 -0.0317 -1.1432 0.767 0.915 0.332
H -4.4835 -0.8548 0.5042 0.623 1.798 -0.820
H 3.2295 2.2792 -0.1142 0.390 0.733 -0.396
H 1.5452 -2.0327 -1.1630 -1.097 -1.044 0.890
H -0.1593 -3.6636 1.6394 0.608 -0.271 0.170



38
Properties=species:S:1:pos:R:3:forces:R:3 method="wB97M-V/def2-TZVPD" fmax_ha_per_bohr=0.026 spin_multiplicity=1 e_homo_ev=-8.96 energy_ev=-309797.0805
I -2.9369 -2.1683 0.0529 0.176 0.415 0.555
I -0.8333 -0.4177 -2.2630 0.080 0.542 0.566
Br -5.3428 -5.5360 0.9828 -0.052 -0.018 -0.040
Br 3.0353 2.0537 -2.8917 -0.004 0.036 -0.141
Br 5.4701 3.9184 -0.8553 -0.046 -0.102 0.024
Br -8.6362 -4.0916 1.8106 0.072 0.024 0.032
C 1.8154 0.2848 0.2195 0.612 0.392 -0.153
C -2.1263 0.2031 1.9704 -0.789 -0.113 -0.507
C -7.2291 -3.4058 0.6533 -0.281 0.008 -0.015
C -1.1595 0.2821 -0.2692 0.359 0.545 -0.977
C 4.7907 2.7404 -3.3756 -0.098 -0.237 -0.064
C 3.8481 0.3089 3.1039 -0.510 0.251 0.168
C -6.5685 -4.5093 -0.1280 0.297 0.008 0.017
C 5.7698 2.5872 -2.2426 0.137 0.259 0.073
C -1.9309 -0.3560 0.5787 -0.558 -0.792 0.242
C 3.3336 0.4017 0.5059 -0.255 -0.770 -0.300
C 1.1337 1.6621 0.2490 -0.726 -1.093 0.263
C 3.6357 0.3701 1.9287 0.116 0.216 -0.448
B -0.4396 1.6225 0.1630 0.571 -0.462 -0.598
H -2.9758 -0.2742 2.4491 0.183 -0.189 0.303
H 5.1042 2.1491 -4.2334 0.030 -0.012 0.032
H 3.7508 1.2705 -0.0012 -0.009 0.198 0.180
H 1.3711 -0.4072 0.9348 -0.052 0.011 0.052
H -1.0922 2.5854 0.4297 -0.069 -0.045 -0.009
H -7.2770 -5.2145 -0.5503 -0.050 0.039 0.039
H 3.7939 -0.4682 0.0317 0.235 -0.026 0.100
H -6.5347 -2.8640 1.2877 0.054 -0.044 -0.033
H 1.7437 -0.1866 -0.7588 -0.265 0.101 -0.096
H -1.2239 0.1320 2.5706 -0.023 -0.101 0.146
H 1.5090 2.2448 -0.5993 0.085 0.421 0.383
H 6.7862 2.7586 -2.5906 -0.025 -0.006 -0.046
H 5.7126 1.6148 -1.7631 -0.040 -0.015 -0.052
H -2.4248 1.2481 1.8526 0.252 0.130 0.125
H -5.9537 -4.0950 -0.9248 -0.030 0.051 0.014
H 4.6517 3.7722 -3.6814 0.043 0.017 0.063
H 3.7722 0.3815 4.1531 0.373 -0.149 0.420
H 1.3833 2.1104 1.2181 0.175 0.534 -0.282
H -7.7256 -2.7082 -0.0179 0.035 -0.026 -0.037



47
Properties=species:S:1:pos:R:3:forces:R:3 method="wB97M-V/def2-TZVPD" fmax_ha_per_bohr=0.078 spin_multiplicity=1 e_above_lowest_ev=8.991 charge=-1 e_homo_ev="-4.62 / -4.81" energy_ev=-63229.9250
Bi -0.1403 0.2254 -0.4670 0.001 0.583 -2.017
P 0.3269 1.3134 2.6064 0.602 -0.599 1.673
P 1.9975 -1.1291 1.6945 -0.056 -0.229 1.381
O -1.8104 -1.2140 -1.2800 -0.946 1.767 -0.565
O -2.0684 0.3310 0.8348 -1.398 0.582 1.226
O 2.0874 -2.6087 1.7123 -0.187 -0.043 -0.168
O 3.3005 -0.5951 2.5928 -0.227 0.080 -0.032
O -0.9555 2.3412 -0.8535 -0.373 -0.466 -0.476
O 2.0048 -0.2532 0.4644 0.871 -1.352 0.294
O 1.6073 1.8554 3.5109 -0.092 -0.013 -0.327
O -3.9013 -0.6808 1.5965 -0.457 -1.111 0.368
O -0.8931 1.7304 3.3353 -0.302 -0.300 -0.281
O 0.6547 1.6664 1.1765 -1.114 0.022 0.973
O -2.0343 3.4428 -2.4438 -0.080 -0.705 -0.100
O -0.3469 -1.1686 1.0404 1.014 -1.845 -1.477
N 1.2139 -0.7148 4.4329 1.082 1.286 -0.946
C -3.0593 -1.1591 -0.6596 1.666 -3.444 1.215
C 0.9704 1.4370 -3.7701 0.036 0.043 -0.016
C -1.7111 2.3767 -1.8988 0.365 1.346 0.566
C 0.6777 -0.5729 3.0172 -0.255 0.553 -1.688
C 2.8076 -0.0600 -3.3500 0.010 0.008 -0.043
C 0.6464 -0.9448 -3.9272 0.061 -0.012 -0.002
C 2.3019 1.2304 -3.4314 0.001 -0.009 -0.002
C -0.5652 -1.4472 2.9585 0.843 0.038 3.780
C -2.2317 1.1132 -2.5142 -0.893 1.435 -1.237
C 1.9785 -1.1478 -3.5906 -0.017 0.001 -0.005
C -2.9197 -0.5346 0.7230 -0.456 2.538 -2.116
C 0.1481 0.3474 -4.0198 0.092 -0.132 -0.683
H -3.1895 -2.2509 -0.5149 -1.061 0.188 0.452
H 2.0553 -0.1221 4.4247 0.054 -0.084 0.250
H -1.7993 0.9833 -3.5131 -1.009 0.097 1.472
H 0.5738 2.4434 -3.8342 -0.035 -0.018 0.048
H -1.1000 -1.3924 1.7543 0.052 0.010 -0.746
H 1.7413 2.7771 3.2574 0.228 -0.025 0.098
H 2.9455 2.0783 -3.2343 -0.005 -0.003 0.023
H -3.7404 -0.2622 2.4538 0.428 0.428 -0.262
H -3.3091 1.2199 -2.6588 -0.103 -0.508 0.513
H 1.4969 -1.6815 4.5803 -0.259 -0.050 0.240
H 0.5436 -0.3198 5.0894 -0.050 -0.342 0.171
H -0.9002 0.5172 -4.2816 1.540 -0.603 -0.640
H -0.0020 -1.7916 -4.1110 -0.028 0.016 0.045
H -4.0105 -0.8072 -1.0828 0.445 0.582 -0.564
H 4.0507 -0.5872 1.9879 0.082 0.144 0.137
H 2.3692 -2.1550 -3.5191 0.004 0.006 0.040
H -1.3359 -1.1161 3.6735 -0.058 0.220 -0.226
H -0.3271 -2.4953 3.1487 0.011 -0.072 -0.442
H 3.8515 -0.2178 -3.1105 -0.026 -0.006 0.096